(1)
Here is 6 unconnected molecules or ions with the total composition C27H48BrO9PS7 from the Open Molecules 2025 dataset. Energies are from the ωB97M-V functional and the def2-TZVPD basis.

```
! wB97M-V def2-TZVPD RIJCOSX def2/J DEFGRID3
* xyz 0 1
C 0.91190 -1.51324 3.57070
C 1.11531 -0.69319 2.29841
S -0.50781 -0.28581 1.63564
C -0.20000 0.65698 0.07739
C 1.15834 1.29472 0.07877
C 2.24779 0.58888 -0.45391
Br 2.03015 -1.11098 -1.25606
C 3.53566 1.10330 -0.43834
C 3.75499 2.34417 0.13456
C 2.69681 3.08637 0.68560
C 1.37485 2.58244 0.63265
C 0.21281 3.37888 1.16321
C -0.08706 3.11275 2.63735
C -1.46545 3.71534 2.99341
C -2.57595 2.76048 2.66488
O -2.97100 2.58670 1.55205
O -3.12367 2.07246 3.70534
C 3.03258 4.39063 1.31202
O 2.26240 5.06319 1.96347
C 4.42364 4.90775 1.18641
P 4.70474 6.58183 1.80639
S 4.16515 7.93697 0.52503
C 5.41353 4.19100 0.65796
C 5.15628 2.84666 0.11306
O 6.06459 2.19455 -0.34604
H 1.86689 -1.91342 3.89714
H 0.51720 -0.89495 4.37353
H 0.24056 -2.34335 3.37007
H 1.68993 0.20245 2.54340
H 1.71682 -1.27614 1.60526
H -1.00815 1.37736 0.06167
H -0.32630 -0.01976 -0.75815
H 4.34832 0.53834 -0.86409
H -0.67967 3.14997 0.58695
H 0.39856 4.43470 1.00692
H -0.07307 2.04799 2.85143
H 0.63949 3.64678 3.24386
H -1.61712 4.57731 2.34353
H -1.49288 4.08962 4.01487
H -3.14266 2.66000 4.46989
H 4.07319 6.65200 3.05359
H 6.07608 6.55796 2.11128
H 6.42341 4.57534 0.61210
C -5.80344 -0.36830 -0.89201
S -4.49419 -0.21549 0.33088
O -3.47546 -1.24675 0.00552
C -5.45123 -0.84265 1.71660
H -5.39612 -0.05762 -1.85145
H -6.13405 -1.40618 -0.94569
H -6.63131 0.28730 -0.62153
H -5.80604 -1.84837 1.48941
H -6.28939 -0.17304 1.91029
H -4.79442 -0.86698 2.58383
C -4.21882 4.25065 -0.68375
S -5.91284 4.32695 -1.26607
O -6.02540 3.37916 -2.40647
C -5.81280 5.97953 -1.96723
H -4.06195 3.26941 -0.25169
H -3.53764 4.40009 -1.52283
H -4.06141 5.01395 0.07871
H -5.02716 6.00620 -2.72225
H -5.60728 6.69757 -1.17328
H -6.77287 6.20629 -2.42602
C -1.44157 -4.14760 6.46901
S 0.28276 -4.62286 6.64804
O 1.07793 -3.64920 5.85910
C 0.16648 -6.11914 5.65957
H -1.57702 -3.19757 6.98138
H -1.67986 -4.03405 5.41134
H -2.07647 -4.90582 6.92765
H -0.18441 -5.86771 4.65871
H -0.51419 -6.82102 6.14161
H 1.16149 -6.55493 5.60222
C 3.10519 -5.62089 -3.39125
S 1.86536 -4.34026 -3.15291
O 1.49729 -4.36380 -1.70922
C 0.54464 -5.19560 -4.01572
H 4.00685 -5.31361 -2.86523
H 2.73999 -6.56259 -2.98089
H 3.31307 -5.71973 -4.45641
H 0.37231 -6.15723 -3.53035
H 0.81416 -5.32297 -5.05901
H -0.34776 -4.57805 -3.93945
C 3.52944 -5.33668 -7.95121
S 3.12351 -3.71824 -7.28366
O 1.92955 -3.89892 -6.41152
C 2.53363 -3.01684 -8.82668
H 3.88107 -5.95776 -7.12987
H 2.63950 -5.78137 -8.39662
H 4.32029 -5.23316 -8.69381
H 1.71158 -3.62066 -9.21056
H 3.35323 -2.98050 -9.54411
H 2.18462 -2.00795 -8.61830
*
```

The calculation puts the highest occupied orbital energy at -7.960 eV. The value obtained for the LUMO energy is -1.5 eV. The frontier orbital gap is 6.510 eV.

***

(2)
Here is 3 unconnected molecules or ions with the total composition C4H16N2O2 from the Open Molecules 2025 dataset. Energies are from the ωB97M-V functional and the def2-TZVPD basis.

```
! wB97M-V def2-TZVPD RIJCOSX def2/J DEFGRID3
* xyz 1 2
C 1.04541 0.55063 -1.71793
C -0.34253 1.12345 -1.88374
C -1.29373 0.99930 -0.72520
C -1.55191 -0.18006 -0.09369
N -2.71049 -0.39424 0.83301
N 1.69005 1.08220 -0.46452
H 1.09246 -0.58694 -1.67020
H 1.68105 0.67464 -2.65975
H -0.45715 2.09049 -2.43808
H -0.87348 0.63601 -2.79666
H -1.96678 1.83318 -0.89514
H -0.80831 -1.00047 0.13140
H -3.12368 0.52322 1.11981
H -3.50628 -0.82554 0.31434
H -2.44737 -0.91211 1.68262
H 1.83471 2.10621 -0.63889
H 1.06534 0.69117 0.34160
H 2.61972 0.72301 -0.24968
H 2.16059 -2.95549 1.95481
H 0.67742 -3.24006 1.71359
O 1.34655 -2.56404 1.64342
H 1.35947 -0.91599 1.93352
H 1.41051 0.50159 2.67122
O 1.09844 0.03987 1.89415
*
```

The calculation puts the highest occupied orbital energy (alpha / beta) at -7.185 / -11.348 eV. Its expectation value of S² is 0.75. The value obtained for the LUMO energy (alpha / beta) is -2.8 / -2.8 eV. The frontier orbital gap (alpha / beta) is 4.412 / 8.510 eV. Its energy above the lowest of the compared OMol25 structures with the same formula, charge and spin is 2.5835 eV.

***

(3)
Here is 2 unconnected molecules or ions with the total composition C6H9IN2 from the Open Molecules 2025 dataset. Energies are from the ωB97M-V functional and the def2-TZVPD basis.

```
! wB97M-V def2-TZVPD RIJCOSX def2/J DEFGRID3
* xyz 0 1
C -2.49748 -0.49465 -0.67952
C -1.20123 -0.73228 -0.49246
C -0.48882 -1.97081 -0.61697
N -0.28729 0.27033 -0.02405
C -0.52759 1.31979 0.80088
C 0.56167 2.08890 0.87756
C 1.44470 1.44362 -0.02642
N 0.93692 0.36362 -0.54829
H -2.80689 0.51158 -0.29054
H -3.24461 -1.19671 -0.91200
H -0.95097 -2.62942 -1.38071
H -0.34523 -2.46324 0.33399
H 0.49670 -1.90899 -1.11912
H -1.49146 1.40005 1.31792
H 0.67734 2.89473 1.54442
H 2.48116 1.69700 -0.24981
I 4.40988 -0.51951 0.74549
H 2.83319 -0.07400 0.71965
*
```

The calculation puts the highest occupied orbital energy at -9.236 eV. The value obtained for the LUMO energy is 0.8 eV. The frontier orbital gap is 10.050 eV. Its SMILES is C=C(C)n1cccn1.I. Its energy above the lowest of the compared OMol25 structures with the same formula, charge and spin is 0.4381 eV.

***

(4)
Here is 2 unconnected molecules or ions with the total composition C7H18ClN6O2P from the Open Molecules 2025 dataset. Energies are from the ωB97M-V functional and the def2-TZVPD basis.

```
! wB97M-V def2-TZVPD RIJCOSX def2/J DEFGRID3
* xyz 0 1
N 1.05404 -0.94221 1.39950
C 0.42471 -1.18868 0.09452
N 1.23466 -2.15480 -0.64071
N -0.95633 -1.58924 0.35083
C 0.38307 0.13822 -0.67047
P 2.00788 0.97892 -0.49877
C 1.46726 2.49379 0.39288
C 2.63753 3.14761 1.12670
C 3.10407 2.36965 2.33969
Cl 1.86663 2.34022 3.62637
N 2.15699 1.62588 -2.13139
C 3.25525 1.95880 -2.51894
O 4.28065 2.32141 -2.92140
H 0.50722 -1.35898 2.13896
H 2.00537 -1.28500 1.41700
H 0.72198 -2.51800 -1.43730
H 1.43864 -2.94449 -0.03762
H -1.56160 -1.33473 -0.42127
H -1.01695 -2.58912 0.49671
H 0.13273 -0.00607 -1.72112
H -0.37010 0.75167 -0.17619
H 0.69388 2.18815 1.09820
H 1.02414 3.19449 -0.31777
H 3.49629 3.24212 0.45438
H 2.34883 4.15447 1.43361
H 3.34876 1.34281 2.07880
H 3.97545 2.84210 2.78574
N -5.57843 -2.94879 -1.56695
C -4.54712 -2.09994 -1.27481
N -4.67681 -1.38776 -0.11640
O -3.57255 -1.98664 -1.99893
H -6.38832 -3.05585 -0.98737
H -5.50650 -3.48170 -2.41282
H -3.93032 -0.75827 0.11366
H -5.46099 -1.46004 0.50266
*
```

The calculation puts the highest occupied orbital energy at -8.482 eV. The value obtained for the LUMO energy is 0.6 eV. The frontier orbital gap is 9.050 eV. Its SMILES is NC(N)(N)CP(CCCCl)N=C=O.NC(N)=O. Its energy above the lowest of the compared OMol25 structures with the same formula, charge and spin is 0.0000 eV.

***

(5)
Here is a single C5H7N3 molecule from the Open Molecules 2025 dataset. Energies are from the ωB97M-V functional and the def2-TZVPD basis.

```
! wB97M-V def2-TZVPD RIJCOSX def2/J DEFGRID3
* xyz 0 1
H -3.33788 -0.78304 -0.35028
N -2.50566 -0.00466 0.03354
C -1.48678 -0.80902 -0.20240
N -0.18852 -0.40720 0.31807
C 0.83045 -1.40784 0.08197
C 2.05746 -0.60448 -0.10467
C 1.70768 0.63733 -0.07492
C 0.26122 0.91089 0.17892
N -0.41541 1.96808 -0.01832
H 0.21694 2.68667 -0.32710
H -1.56332 -1.79030 -0.48063
H 0.80961 -2.05291 1.03669
H 0.26331 -2.01425 -0.77402
H 3.04567 -0.93615 -0.49584
H 2.11261 1.63510 -0.21527
*
```

The calculation puts the highest occupied orbital energy at -8.927 eV. The value obtained for the LUMO energy is 0.7 eV. The frontier orbital gap is 9.656 eV. Its SMILES is [H]/N=C/N1CC=C/C1=N\[H]. Its energy above the lowest of the compared OMol25 structures with the same formula, charge and spin is 3.8660 eV.

***

(6)
Here is 8 unconnected molecules or ions with the total composition C6H25NO8 from the Open Molecules 2025 dataset. Energies are from the ωB97M-V functional and the def2-TZVPD basis.

```
! wB97M-V def2-TZVPD RIJCOSX def2/J DEFGRID3
* xyz 0 1
C 1.17720 -0.51862 3.87962
C 1.21059 -0.66831 2.57116
C 0.47496 0.16540 1.57511
C -0.00254 -0.49907 0.30074
C -1.02499 -1.70171 0.34530
N -2.28463 -1.29903 -0.30052
C -3.21181 -0.54602 0.40102
O -4.29767 -0.45326 -0.15265
H 0.48656 0.08124 4.46013
H 1.80189 -1.12396 4.52899
H 1.90224 -1.37172 2.13154
H -0.29647 0.80604 1.93808
H 1.19346 0.91902 1.21177
H -0.36503 0.28522 -0.35862
H 0.74274 -0.93713 -0.38285
H -0.61512 -2.46512 -0.29329
H -1.19534 -1.95199 1.38012
H -2.70198 -1.81840 -1.05643
H -2.86038 -0.26970 1.40228
O 2.12914 -1.63247 -3.58527
H 1.51464 -1.16610 -3.01000
H 2.87654 -1.06109 -3.77329
O 3.70124 -1.40007 0.45256
H 2.85182 -1.07193 0.76915
H 3.49949 -2.26642 0.07635
O -2.81291 0.94531 3.11598
H -2.51118 1.69054 2.58787
H -2.75747 1.19868 4.03955
O 2.41263 2.59966 -1.50443
H 3.00300 1.82968 -1.60398
H 2.89303 3.38870 -1.75944
O 4.09835 0.42042 -1.48851
H 5.03242 0.27752 -1.67142
H 3.95825 -0.27503 -0.79888
O -3.81506 2.19082 -0.85185
H -3.41040 1.51426 -1.40459
H -4.12129 1.67915 -0.09624
O 0.04710 1.11468 -2.89324
H 0.50548 1.95627 -2.80040
H -0.22602 0.74311 -2.05470
*
```

The calculation puts the highest occupied orbital energy at -9.661 eV. The value obtained for the LUMO energy is 0.2 eV. The frontier orbital gap is 9.836 eV. Its SMILES is C=CCCCNC=O.O.O.O.O.O.O.O. Its energy above the lowest of the compared OMol25 structures with the same formula, charge and spin is 1.9583 eV.